Version a
Formula: C3H10N2O
Source: OMol25
Level of theory: the ωB97M-V functional and the def2-TZVPD basis

total charge: -1
E_HOMO (spin up / spin down): 0.0425 / -0.1284 Ha
multiplicity: 2
LUMO (spin up / spin down): 4.422 / 4.064 eV
orbital gap (spin up / spin down): 3.266 / 7.557 eV

Each line ends with the Löwdin spin population.
Element x y z (Å)
C -0.43936 1.50788 -1.19155  0.100
C -0.41201 0.64595 0.03903  0.073
C 0.80211 0.70841 0.71556  0.248
N 1.26308 -0.34545 1.55063  0.084
N -1.54300 -0.21511 0.39700  0.043
H 0.14517 1.07036 -2.09001  0.021
H 0.13148 2.49179 -0.79072  0.030
H -1.45710 1.80880 -1.41370  0.008
H 1.23700 1.71004 0.81671  0.055
H 0.99952 -1.33926 1.46382  0.038
H 2.27806 -0.26353 1.48392  0.095
H -1.99684 -0.51834 -0.51125  0.019
H -2.22344 0.22595 0.96391  0.023
H -0.00837 -2.64497 0.15018  0.026
H 0.93108 -2.05208 -0.82111  0.049
O 0.29262 -2.79043 -0.76242  0.087

***

Version b
Formula: C3H10N2O
Source: OMol25
Level of theory: the ωB97M-V functional and the def2-TZVPD basis

total charge: -1
E_HOMO (spin up / spin down): 0.0480 / -0.1986 Ha
multiplicity: 2
LUMO (spin up / spin down): 4.157 / 4.222 eV
orbital gap (spin up / spin down): 2.851 / 9.626 eV

Each line ends with the Löwdin spin population.
Element x y z (Å)
C -2.16720 0.68610 1.55776  0.106
C -0.72309 0.28527 1.49092  0.173
N -0.38201 -0.25050 0.11982  0.003
C 0.13214 0.74878 -0.69547  0.258
N 0.74386 0.57423 -1.80358  0.075
H -2.38886 1.68014 1.14371  0.034
H -2.46816 0.82812 2.61003  0.025
H -2.86915 -0.05289 1.16574  0.004
H 0.00173 1.08382 1.66752  0.103
H -0.57685 -0.55511 2.16511  0.027
H 0.24234 -1.04383 0.06909  0.004
H -0.31929 1.72969 -0.51401  0.075
H 1.02243 1.45880 -2.21895  0.051
H 2.94141 -1.79573 -0.45330  0.018
H 1.83785 -0.99825 -1.26108  0.002
O 2.07081 -1.84071 -0.85671  0.042

***

List of relative energies, unit hartree: version a 0.0511; version b 0.0000

***

Version a
Formula: C4H6ClF
Source: OMol25
Level of theory: the ωB97M-V functional and the def2-TZVPD basis

SMILES: F[C@H]1CC[C@@H]1Cl
total charge: 0
E_HOMO: -0.3853 Ha
LUMO: 1.077 eV
orbital gap: 11.562 eV

Each line ends with the Löwdin charge.
Element x y z (Å)
F -1.12606 -2.08158 0.13587  0.054
C -0.46750 -1.00442 -0.27212  -0.343
C -0.97477 0.44634 -0.07736  -0.142
C 0.44564 0.94235 0.07374  -0.232
C 0.84701 -0.49064 0.45000  -0.653
Cl 2.47372 -0.91096 -0.07425  0.608
H -0.22699 -1.06202 -1.29765  0.131
H -1.38743 0.80468 -1.01072  0.101
H -1.72642 0.50853 0.75025  0.135
H 0.53083 1.92853 0.66836  0.140
H 0.83694 1.34433 -0.86110  0.099
H 0.77504 -0.42514 1.51497  0.101

***

Version b
Formula: C4H6ClF
Source: OMol25
Level of theory: the ωB97M-V functional and the def2-TZVPD basis

SMILES: CC(C)=C(F)Cl
total charge: 0
E_HOMO: -0.3314 Ha
LUMO: 0.865 eV
orbital gap: 9.883 eV

Each line ends with the Löwdin charge.
Element x y z (Å)
C 0.30874 1.43591 -0.00061  -0.062
C -0.12335 0.00028 -0.06006  -0.384
C 0.95088 -0.94727 -0.07117  -0.066
C -1.36137 -0.50233 0.02357  -0.696
F -1.58177 -1.79739 0.01597  0.003
Cl -2.93391 0.29581 -0.04169  0.662
H -0.32363 2.27540 -0.45906  0.101
H 1.25282 1.58299 -0.40963  0.034
H 0.49633 1.62328 1.16221  0.134
H 0.38899 -1.87814 -0.29012  0.090
H 1.22646 -1.20096 0.94258  0.101
H 1.69982 -0.88756 -0.81199  0.083

***

List of relative energies, unit hartree: version a 0.0000; version b 0.0041

***

Version a
Formula: C2H5OPS
Source: OMol25
Level of theory: the ωB97M-V functional and the def2-TZVPD basis

SMILES: C=PO.C=S
total charge: 0
E_HOMO: -0.3323 Ha
LUMO: -0.639 eV
orbital gap: 8.404 eV

Each line ends with the Löwdin charge.
Element x y z (Å)
C 1.58400 -1.19464 -0.01685  -0.370
P 2.98469 -0.30460 0.12154  0.793
O 2.76228 0.94084 -0.90570  -0.419
H 0.76043 -0.93164 -0.65977  -0.083
H 1.48842 -2.09339 0.56063  -0.029
H 1.92704 0.92509 -1.38593  0.035
C -2.11292 0.64933 0.38196  -0.551
S -1.94886 -0.51635 -0.71157  0.630
H -1.25220 1.16340 0.78850  -0.002
H -3.08918 0.94917 0.74140  -0.005

***

Version b
Formula: C2H5OPS
Source: OMol25
Level of theory: the ωB97M-V functional and the def2-TZVPD basis

SMILES: O=[PH]=S.C=C
total charge: 0
E_HOMO: -0.3712 Ha
LUMO: -0.308 eV
orbital gap: 9.794 eV

Each line ends with the Löwdin charge.
Element x y z (Å)
O -1.60562 1.26945 0.84728  -0.415
P -1.64210 0.30236 -0.23988  0.191
S -2.46828 -1.39877 -0.27416  0.257
H -1.00283 0.78690 -1.43457  0.012
C 0.99335 -0.64779 0.64910  -0.086
C 1.19715 0.30980 -0.22840  -0.123
H 1.60882 -1.54237 0.68835  0.072
H 0.37465 -0.48492 1.46521  0.026
H 1.89680 0.22216 -1.06651  0.071
H 0.64806 1.18318 -0.40641  -0.007

***

List of relative energies, unit hartree: version a 0.0245; version b 0.0000

***

Version a
Formula: C2H4Cl4
Source: OMol25
Level of theory: the ωB97M-V functional and the def2-TZVPD basis

SMILES: ClCCl.ClCCl
total charge: 0
E_HOMO: -0.4062 Ha
LUMO: 0.609 eV
orbital gap: 11.662 eV

Each line ends with the Löwdin charge.
Element x y z (Å)
Cl -0.97418 -0.69038 1.17709  0.483
C -2.32671 0.47464 0.91185  -0.972
Cl -3.46818 0.38222 2.29058  0.482
H -1.97018 1.50406 0.87601  0.025
H -2.76213 0.26367 -0.06488  0.031
Cl 3.52893 0.82579 -1.00674  0.472
C 2.24047 -0.42694 -0.89875  -0.978
Cl 1.79453 -1.07123 -2.53402  0.454
H 2.59676 -1.26189 -0.29541  0.026
H 1.34072 0.00005 -0.45575  -0.024

***

Version b
Formula: C2H4Cl4
Source: OMol25
Level of theory: the ωB97M-V functional and the def2-TZVPD basis

SMILES: ClCCl.ClCCl
total charge: 0
E_HOMO: -0.4064 Ha
LUMO: 0.554 eV
orbital gap: 11.612 eV

Each line ends with the Löwdin charge.
Element x y z (Å)
Cl -1.40561 -0.59322 4.41102  0.473
C -0.90135 0.71471 3.28539  -0.953
Cl -1.30635 2.40791 3.87753  0.437
H 0.17733 0.70028 3.12939  0.022
H -1.39561 0.51304 2.33506  0.022
Cl 1.57840 0.59145 -2.54681  0.459
C 0.98859 -0.80240 -3.53187  -1.040
Cl -0.17341 -1.75391 -2.66053  0.527
H 0.56936 -0.41115 -4.45884  0.027
H 1.86863 -1.36673 -3.84033  0.027

***

List of relative energies, unit hartree: version a 0.0000; version b 0.0023